Below is a cluster of 2 separate species, C4H10P2 in total in a non-equilibrium geometry, with properties calculated with the ωB97M-V functional and the def2-TZVPD basis.

Summary:
SMILES: C=[PH](C)C.C#P
Frontier orbital gap, eV: 8.156
Energy relative to the best compared isomer or geometry (same formula, charge and spin), kJ/mol: 230.22
Lowest unoccupied orbital energy, eV: 0.5
F_max, eV/A: 2.46
Highest occupied orbital energy, eV: -7.68
E, a.u.: -840.94685

ORCA input file:
```
! wB97M-V def2-TZVPD RIJCOSX def2/J DEFGRID3
* xyz 0 1
C 2.96767 0.13390 1.05661
C 0.12690 -0.29490 -1.61060
C -2.07827 -0.64257 0.48346
C -0.46774 1.61631 0.35968
P 3.72985 -0.89214 0.21810
P -0.43369 -0.02777 0.09939
H 0.38264 -1.05429 0.49153
H 2.43195 0.80069 1.76658
H 1.17271 -0.09706 -1.64743
H -0.33065 0.14761 -2.48350
H -0.09210 -1.36135 -1.68134
H -2.51785 -0.90566 -0.44603
H -2.65002 0.25319 0.86621
H -1.98016 -1.52578 1.18729
H 0.42601 2.01194 -0.15765
H -0.68723 1.83788 1.49771
*
```

---

Below is a structure of composition C25H49Cl3N5O3SiV in a non-equilibrium geometry, with properties calculated with the ωB97M-V functional and the def2-TZVPD basis.

Summary:
Frontier orbital gap (spin up / spin down), eV: 5.459 / 6.689
Energy relative to the best compared isomer or geometry (same formula, charge and spin), kJ/mol: 305.20
Lowest unoccupied orbital energy (spin up / spin down), eV: 2.3 / 2.3
F_max, eV/A: 3.36
Highest occupied orbital energy (spin up / spin down), eV: -3.11 / -4.34
⟨S²⟩: 3.757
E, a.u.: -4095.69273

ORCA input file:
```
! wB97M-V def2-TZVPD RIJCOSX def2/J DEFGRID3
* xyz -1 4
C 2.49543 -2.72491 -1.90026
C 2.37617 -1.61265 -2.91343
H 1.57684 -3.35809 -1.89689
H 2.65251 -2.29201 -0.88571
H 3.36100 -3.40677 -2.12805
C 2.49316 -1.98156 -4.21342
C 2.38526 -3.40785 -4.64512
H 2.60575 -1.25966 -5.02699
H 1.64124 -3.98173 -4.06808
H 3.33742 -3.93373 -4.49021
H 2.07802 -3.48068 -5.70178
V 2.05595 0.21820 0.56385
Cl 4.05702 -0.82783 0.25762
Cl 2.38825 2.39823 0.19436
C -0.81445 4.11433 1.05071
O -1.27474 2.99153 1.31443
N -1.57078 5.14334 0.58888
C -2.98221 4.93683 0.28907
C -0.92148 6.37250 0.16159
H 0.27624 4.34292 1.16415
H -3.49139 4.63732 1.21148
H -3.12793 4.16120 -0.47559
H -3.41026 5.88491 -0.05561
H -0.44674 6.84123 1.03387
H -1.65594 7.05345 -0.29580
H -0.13697 6.14414 -0.57741
H -0.10789 -5.54728 2.53792
H -2.49358 -4.65783 0.60574
C -1.15383 -5.62018 2.85709
C -2.90202 -4.38204 1.61197
N -1.83939 -4.35852 2.61869
H -1.18652 -5.90966 3.91142
C -1.58064 -3.28142 3.42223
O -1.95711 -2.12113 3.23234
H -3.36545 -3.38914 1.56517
H -0.96801 -3.53913 4.31904
H -1.65617 -6.39432 2.27622
H -3.66133 -5.15545 1.87392
O 1.22320 -0.13638 -1.25492
C 2.16163 -0.17884 -2.46360
C 0.87062 0.34162 -4.63158
C 1.80745 0.71370 -3.64502
H 0.50538 -0.69515 -4.70990
C 0.30640 1.32873 -5.47397
H 3.13093 0.14652 -2.03207
C 2.39905 1.99852 -3.72015
H -0.54530 1.07556 -6.11055
C 0.85539 2.61100 -5.51835
C 1.93640 2.92274 -4.66398
H 3.19254 2.28627 -3.01908
H 0.48242 3.36538 -6.23667
H 2.40542 3.91318 -4.75598
Si -0.78976 -0.14773 -1.40275
Cl -0.94552 -1.85652 -0.14067
C -1.40698 -1.13715 -2.87737
C -0.52584 1.74123 -2.01324
C -2.37824 0.58602 -0.51755
H -1.72485 -0.46570 -3.68633
H -2.27602 -1.73740 -2.53379
H -0.66697 -1.83691 -3.29878
H -3.06163 -0.23620 -0.23051
H -2.96213 1.32672 -1.09902
H -2.03525 1.12924 0.37604
H -0.20292 1.79365 -3.06204
H 0.30275 2.12613 -1.39475
H -1.40877 2.39295 -1.91623
C -1.94497 1.00285 3.70664
N -0.64109 0.54454 4.12232
C -0.43411 0.59370 5.56423
C 0.28872 0.10639 3.22136
N 0.37998 0.47220 1.93270
N 1.26079 -0.73369 3.63043
C 1.34523 -1.56601 4.80482
C 2.33762 -0.85336 2.66565
H -2.41135 1.44890 4.59750
H -2.55847 0.17472 3.31544
H -1.82956 1.77201 2.94106
H -0.79886 -0.32057 6.06259
H 0.61271 0.74989 5.82855
H -1.00986 1.46205 5.91837
H -0.24833 1.22195 1.66118
H 1.70920 -2.55564 4.49199
H 2.00723 -1.15578 5.59262
H 0.36161 -1.73497 5.24348
H 1.96114 -1.43443 1.79159
H 2.70889 0.17825 2.43468
H 3.17866 -1.36073 3.11816
*
```

---

Below is the ion CH5N2S with charge +1 in a non-equilibrium geometry, with properties calculated with the ωB97M-V functional and the def2-TZVPD basis.

Summary:
SMILES: [NH2+]=CNS
Frontier orbital gap, eV: 10.178
Energy relative to the best compared isomer or geometry (same formula, charge and spin), kJ/mol: 56.56
Lowest unoccupied orbital energy, eV: -4.1
F_max, eV/A: 3.46
Highest occupied orbital energy, eV: -14.27
E, a.u.: -548.51597

ORCA input file:
```
! wB97M-V def2-TZVPD RIJCOSX def2/J DEFGRID3
* xyz 1 1
C -0.02997 0.58099 0.38019
N 0.64823 0.60556 -0.74432
N -0.47459 -0.48677 1.06956
S 0.82359 -0.62104 -1.88086
H -0.24806 1.56331 0.80621
H 0.87920 1.62524 -1.01842
H -0.99614 -0.44336 1.92273
H -0.41574 -1.43404 0.65550
H -0.18651 -1.38989 -1.19059
*
```

---

Below is the molecule C12H18O4, with properties calculated with the ωB97M-V functional and the def2-TZVPD basis.

Summary:
SMILES: CCOC(=O)[C@@H]1CC(C)=C(C)C[C@H]1C(=O)O
Frontier orbital gap, eV: 9.414
Energy relative to the best compared isomer or geometry (same formula, charge and spin), kJ/mol: 0.00
Lowest unoccupied orbital energy, eV: 0.7
F_max, eV/A: 0.69
Highest occupied orbital energy, eV: -8.69
E, a.u.: -769.05224

ORCA input file:
```
! wB97M-V def2-TZVPD RIJCOSX def2/J DEFGRID3
* xyz 0 1
C 3.98208 1.49333 0.43082
C 2.82106 1.52758 -0.54503
H 2.78417 2.47995 -1.08549
H 2.89071 0.72095 -1.28329
O 1.60587 1.37121 0.19221
C 0.49791 1.17580 -0.52153
O 0.47639 1.15515 -1.72350
C -0.71374 1.00274 0.38760
C -1.95607 0.66260 -0.45495
C -3.14316 1.42458 0.08932
O -4.04941 0.96439 0.73016
O -3.06989 2.73007 -0.20607
H -3.83366 3.20323 0.16084
C -2.24855 -0.84763 -0.47027
C -1.01361 -1.69812 -0.33725
C -0.13672 -1.37425 0.61104
C 1.14267 -2.07502 0.94512
H 1.98779 -1.41316 0.75398
H 1.28082 -2.98352 0.36822
H 1.15655 -2.33190 2.00456
C -0.42516 -0.11948 1.39562
H -1.30297 -0.25030 2.03455
H 0.42379 0.15329 2.02125
C -0.91958 -2.84591 -1.29236
H -0.80366 -2.46458 -2.30708
H -1.83610 -3.43427 -1.25912
H -0.08170 -3.50009 -1.07443
H -2.78381 -1.10009 -1.38552
H -2.91920 -1.05930 0.36978
H -1.76364 1.02289 -1.47059
H -0.85050 1.95417 0.91147
H 4.91593 1.62006 -0.10887
H 3.88116 2.29225 1.16030
H 4.00423 0.54335 0.95848
*
```

---

Below is a structure of composition C35H44Cl2NOP3Pb in a non-equilibrium geometry, with properties calculated with the ωB97M-V functional and the def2-TZVPD basis.

Summary:
Frontier orbital gap, eV: 3.994
Energy relative to the best compared isomer or geometry (same formula, charge and spin), kJ/mol: 0.00
Lowest unoccupied orbital energy, eV: -7.8
F_max, eV/A: 1.55
Highest occupied orbital energy, eV: -11.84
E, a.u.: -3626.80476

ORCA input file:
```
! wB97M-V def2-TZVPD RIJCOSX def2/J DEFGRID3
* xyz 2 1
P 1.52617 1.07590 -2.76416
C 3.20831 1.25669 -3.47490
C 3.65840 0.59560 -4.63122
H 3.01270 -0.11097 -5.14674
C 4.94086 0.85598 -5.12551
H 5.26869 0.36519 -6.04266
C 5.79484 1.73789 -4.45319
H 6.79013 1.93723 -4.84277
C 5.36206 2.36296 -3.27419
H 6.02577 3.04813 -2.74483
C 4.08491 2.11436 -2.77765
H 3.74588 2.58391 -1.85365
C 0.84797 -0.31872 -3.74599
C 1.15501 -1.61503 -3.28655
H 1.72709 -1.73166 -2.36484
C 0.74317 -2.73028 -4.01264
H 1.01133 -3.72958 -3.66939
C -0.00842 -2.56943 -5.18538
H -0.32596 -3.43957 -5.75369
C -0.34962 -1.28381 -5.62201
H -0.93586 -1.14823 -6.52938
C 0.06316 -0.15899 -4.89949
H -0.21948 0.83510 -5.23680
C 0.65362 2.51933 -3.49298
C 1.18239 3.32499 -4.51514
H 2.18809 3.14319 -4.89259
C 0.41575 4.36101 -5.05497
H 0.82709 4.96335 -5.86651
C -0.86783 4.62120 -4.56260
H -1.46459 5.42457 -4.98989
C -1.38246 3.84549 -3.51414
H -2.38318 4.04438 -3.12932
C -0.61899 2.81772 -2.96087
H -0.99724 2.24075 -2.11498
Pb 0.39064 -0.64145 3.65828
C -1.48927 -1.65031 2.68724
C -1.88937 -1.65500 1.42411
H -2.09016 -2.05625 3.51397
C -1.15554 -1.10409 0.21544
O -2.06146 -0.17905 -0.41698
H -1.60738 0.33788 -1.09145
C 0.13540 -0.39723 0.46302
H -0.99196 -1.92994 -0.50730
C 1.17886 0.21656 0.59295
Cl -0.40960 -1.51226 5.95117
Cl 2.73334 0.28608 4.12364
P 1.83457 -2.99822 3.16953
C 2.71765 -3.42922 4.69088
H 1.99236 -3.56129 5.49676
H 3.37629 -2.60300 4.96953
H 3.29992 -4.34348 4.55947
C 0.81855 -4.44187 2.73079
H 0.30458 -4.24548 1.77805
H 0.05191 -4.57770 3.50873
H 1.43455 -5.34733 2.64720
C 3.08914 -2.81570 1.86217
H 3.73107 -1.96047 2.11698
H 2.59238 -2.59026 0.90793
H 3.69097 -3.72802 1.76659
P -3.56564 -2.32002 1.06837
C -4.16345 -3.22764 2.48787
C -3.34460 -3.41164 -0.33034
H -4.27463 -2.55082 3.34074
H -3.47115 -4.03598 2.74214
H -5.13992 -3.65267 2.23308
H -2.92629 -2.85433 -1.17582
H -4.31243 -3.83733 -0.61621
H -2.66241 -4.22262 -0.04939
C -4.69305 -0.97953 0.69830
H -4.83608 -0.36551 1.59541
H -5.65871 -1.38550 0.37423
H -4.25074 -0.36865 -0.09419
H 2.07951 0.81293 0.65354
C -2.57827 4.96404 5.93629
C -2.00994 3.83003 5.14488
C -0.70270 3.89532 4.66531
C -0.15344 2.78448 4.03213
N -0.85124 1.64104 3.87374
C -2.15804 1.61710 4.20803
C -2.76341 2.68016 4.87894
H -1.99597 5.14337 6.85341
H -2.57998 5.90804 5.37318
H -3.60888 4.73898 6.23004
H -0.09754 4.79026 4.79984
H 0.87677 2.78314 3.64987
H -2.71705 0.71508 3.94059
H -3.79795 2.59679 5.19898
*
```

---

Below is the molecule C5H10O in a non-equilibrium geometry, with properties calculated with the ωB97M-V functional and the def2-TZVPD basis.

Summary:
SMILES: C[C@H]1CC[C@H]1O
Frontier orbital gap, eV: 10.887
Energy relative to the best compared isomer or geometry (same formula, charge and spin), kJ/mol: 101.22
Lowest unoccupied orbital energy, eV: 0.9
F_max, eV/A: 1.29
Highest occupied orbital energy, eV: -9.94
E, a.u.: -271.71406

ORCA input file:
```
! wB97M-V def2-TZVPD RIJCOSX def2/J DEFGRID3
* xyz 0 1
C 1.46467 -0.92661 -0.13250
C 0.40216 -0.17027 0.63596
C 0.26619 1.36122 0.34096
C -1.02166 1.06682 -0.40509
C -1.03766 -0.35381 0.10836
O -1.23984 -1.25976 -0.94181
H 1.35212 -2.01582 -0.03558
H 1.40163 -0.69027 -1.19875
H 2.46106 -0.66198 0.23354
H 0.57303 -0.25507 1.71222
H 0.07520 2.01453 1.19993
H 1.07889 1.79390 -0.23999
H -1.87992 1.67449 -0.13529
H -0.89270 1.06541 -1.48342
H -1.78503 -0.50153 0.89516
H -1.21813 -2.14127 -0.55369
*
```